168
Properties=species:S:1:pos:R:3:forces:R:3 method="wB97M-V/def2-TZVPD" multiplicity=1 homo_lumo_gap_ev=6.47 de_lowest_ev=0.0000 e_lumo_ha=-0.024 largest_force_ev_per_a=2.8 mol_weight_g_mol=1318.9 total_energy_ha=-4990.16837
C 2.697230 0.035048 2.910481 -0.24 0.06 -0.03
C 1.448093 0.738617 2.369866 0.75 -1.90 0.76
O 1.042220 0.221956 1.090981 -0.26 0.49 0.10
B 1.442214 0.933647 0.027499 -0.08 -0.25 -0.81
O 2.391841 1.935077 0.069892 0.33 -1.52 0.36
C 0.838112 0.554526 -1.393019 0.61 0.14 0.20
C -0.350247 0.060705 -1.753433 0.44 -0.28 0.02
C -1.541758 -0.284590 -0.943561 -0.42 0.24 -0.81
C -2.350635 0.941654 -0.516127 -0.79 0.10 -0.10
C -3.830641 0.552988 -0.355021 0.58 0.31 1.28
C -4.578197 1.393372 0.690266 -0.80 -0.26 -0.66
C -5.426472 2.461779 -0.006411 0.35 -0.35 0.32
C -6.134001 3.405552 0.945944 0.25 -0.26 0.17
C -5.208364 4.403305 1.672215 0.16 -0.23 -0.73
C -3.840805 4.584223 1.022099 0.01 0.39 -0.36
C -3.842599 5.385869 -0.296062 0.60 0.34 1.10
C -2.523125 6.145962 -0.422268 -0.06 -0.64 -1.20
C -1.321271 5.174067 -0.525603 -0.17 0.91 1.14
C -0.190267 5.537038 0.464805 0.64 0.08 -1.62
N 1.107060 5.502053 -0.225145 -2.09 -0.20 1.85
C 1.661788 6.410678 -1.041469 -0.84 0.94 0.01
C 2.838667 5.901891 -1.417462 2.21 0.68 -1.44
C 3.021323 4.670674 -0.804378 1.06 -0.61 -0.52
C 1.913802 4.443216 -0.081207 -0.25 -0.60 0.69
C -0.313425 -0.155562 -3.254073 -1.40 -0.36 0.55
O -1.193889 -0.589171 -3.956716 1.25 0.51 0.47
O 0.918816 0.213126 -3.685186 0.54 0.24 -1.33
C 1.660328 0.735537 -2.634902 0.76 0.63 0.75
O 2.752750 1.237941 -2.778548 -1.70 -1.07 -0.16
H 2.468704 -0.589661 3.766524 -0.15 -0.24 0.14
H 3.436409 0.742707 3.258532 0.27 0.22 -0.11
H 3.149480 -0.615759 2.170605 0.13 0.00 -0.23
H 0.631533 0.520140 3.048418 -0.12 -0.39 -0.08
H 1.577256 1.813473 2.388699 0.89 -1.83 -1.41
H 3.248902 1.559516 -0.156714 0.22 0.34 -0.21
H -1.331723 -0.894371 -0.079255 0.40 -0.05 0.24
H -2.185794 -0.878827 -1.584180 -0.13 -0.18 -0.15
H -2.280411 1.752896 -1.239504 0.22 0.11 -0.15
H -1.994577 1.325601 0.434056 0.30 0.07 0.14
H -3.844812 -0.470999 -0.001404 -0.09 -0.35 -0.21
H -4.382572 0.623934 -1.283187 0.06 -0.24 -0.36
H -5.282576 0.735656 1.195845 -0.06 -0.08 0.31
H -3.927933 1.800808 1.458009 0.19 0.06 0.05
H -4.789438 2.972939 -0.724529 -0.10 0.27 -0.10
H -6.171094 1.928701 -0.593656 -0.15 -0.08 -0.17
H -6.602493 2.791277 1.715762 -0.22 -0.05 -0.03
H -6.931831 3.893778 0.402797 -0.11 0.40 -0.01
H -5.689968 5.375914 1.652476 -0.13 0.22 0.39
H -5.059503 4.085077 2.698562 -0.12 0.04 0.23
H -3.200033 5.130118 1.714651 0.05 0.11 0.23
H -3.335023 3.640216 0.853169 0.00 -0.23 0.13
H -3.931736 4.741708 -1.163504 -0.36 -0.03 -0.18
H -4.656942 6.103560 -0.250304 -0.29 -0.01 -0.32
H -2.396308 6.877081 0.368553 -0.02 0.02 0.29
H -2.559756 6.692781 -1.363474 0.02 0.38 -0.01
H -1.659177 4.173372 -0.289246 0.03 -0.36 -0.24
H -0.895582 5.214059 -1.518292 0.04 -0.15 -0.29
H -0.104763 4.800578 1.246854 -0.16 -0.01 0.46
H -0.323044 6.535380 0.863471 -0.12 0.13 0.26
H 1.192326 7.334983 -1.295029 -0.28 0.27 -0.08
H 3.542158 6.359604 -2.083473 0.09 0.24 -0.07
H 3.870018 4.030575 -0.906129 0.25 -0.25 -0.05
H 1.683978 3.591737 0.514281 -0.41 0.55 0.27
C -5.536223 -2.550699 -3.758862 0.15 0.20 -0.36
N -5.235382 -1.991000 -2.417592 0.04 -0.12 -0.31
O -4.196082 -2.318860 -1.888755 -0.03 -0.07 0.17
O -6.062348 -1.239419 -1.939629 -0.02 0.03 0.08
H -4.721465 -3.199370 -4.052749 0.02 -0.01 0.05
H -6.461052 -3.102582 -3.678519 -0.10 0.06 -0.03
H -5.635448 -1.716802 -4.448907 -0.04 0.06 0.09
C 0.349975 -3.824300 -0.499794 0.31 -0.26 -0.07
N 0.341071 -3.218899 0.858509 -0.03 0.02 -0.28
O 1.322743 -3.365170 1.549443 0.47 -0.12 0.24
O -0.638945 -2.609442 1.198724 -0.60 0.15 0.14
H 1.310590 -4.326787 -0.639282 -0.55 0.26 0.07
H -0.480791 -4.522608 -0.550784 -0.10 0.13 -0.01
H 0.219823 -3.016346 -1.215972 -0.12 0.00 0.03
C 4.924203 -4.800860 -2.494081 0.11 0.06 0.10
N 3.483479 -4.794979 -2.126569 0.24 0.02 0.02
O 3.206508 -4.609289 -0.953844 0.35 -0.13 -0.03
O 2.676260 -4.972785 -3.008364 -0.12 -0.02 -0.02
H 5.506180 -4.629079 -1.599066 -0.03 -0.04 0.04
H 5.149325 -5.771977 -2.923894 -0.05 0.03 -0.10
H 5.080454 -4.008315 -3.220305 -0.06 -0.07 -0.10
C 7.446030 -2.444739 0.236204 -0.19 -0.06 0.10
N 8.100962 -3.337733 -0.760342 -0.08 0.09 0.19
O 7.643952 -4.458498 -0.902777 0.04 -0.08 -0.04
O 9.047621 -2.892349 -1.361571 0.10 -0.01 -0.08
H 6.622780 -2.981692 0.692483 0.03 -0.05 0.00
H 8.194690 -2.179526 0.975909 0.03 0.07 -0.05
H 7.096166 -1.565296 -0.296428 0.11 0.05 0.01
C -7.407584 -3.104908 0.302473 0.16 -0.02 0.11
N -8.731894 -2.868645 0.939166 0.15 -0.03 0.00
O -8.759572 -2.682336 2.137867 -0.05 0.03 0.08
O -9.699498 -2.878110 0.210052 -0.09 0.00 -0.04
H -6.643581 -3.068310 1.069933 -0.05 0.03 0.06
H -7.440432 -4.083614 -0.167915 -0.07 0.05 -0.10
H -7.253181 -2.322626 -0.434499 -0.07 -0.06 -0.02
C -8.332632 1.180777 5.126580 -0.01 -0.20 -0.03
N -7.300199 2.077211 4.537159 -0.08 -0.09 0.03
O -6.410479 1.563452 3.894299 0.13 -0.03 -0.02
O -7.424193 3.264885 4.741317 0.01 0.09 0.02
H -8.092962 0.158174 4.860656 0.05 0.02 -0.05
H -8.309850 1.322326 6.202603 -0.06 0.10 -0.01
H -9.292819 1.476541 4.715658 -0.01 0.08 0.06
C -9.029482 5.410290 -2.915077 0.03 -0.06 -0.18
N -8.092285 5.406484 -1.758475 -0.03 -0.01 -0.10
O -6.945779 5.072766 -1.963029 0.09 0.00 -0.01
O -8.547672 5.740231 -0.686216 -0.03 0.04 0.08
H -8.487340 5.092984 -3.797580 0.06 -0.01 0.03
H -9.836300 4.722328 -2.682298 -0.05 0.07 0.06
H -9.402825 6.423304 -3.027770 -0.07 -0.01 0.08
C 0.022500 2.971551 4.744323 0.18 0.00 0.07
N 0.246436 2.816593 3.282061 -1.37 1.47 0.91
O 1.292439 3.224117 2.821644 -0.48 1.85 0.64
O -0.640228 2.291860 2.642399 0.08 0.46 -0.15
H 0.891916 3.452952 5.175357 0.04 0.00 -0.06
H -0.867909 3.579451 4.873784 -0.07 -0.09 -0.03
H -0.121221 1.978066 5.157973 -0.10 -0.04 -0.01
C 6.163674 -2.219822 5.311352 -0.01 0.25 0.24
N 5.579756 -0.929305 4.852349 0.14 -0.13 0.32
O 5.210539 -0.140709 5.696742 -0.06 0.07 -0.12
O 5.513319 -0.752028 3.652936 0.09 0.00 -0.13
H 6.157346 -2.232666 6.394607 -0.03 0.07 0.00
H 5.557774 -3.018812 4.906399 0.21 0.25 0.15
H 7.176546 -2.271812 4.924681 -0.02 -0.05 -0.11
C -5.285034 -7.295538 -2.511964 -0.01 -0.02 0.20
N -5.658363 -6.061754 -3.255830 0.03 -0.08 0.11
O -6.081589 -5.118817 -2.617249 -0.09 -0.18 0.21
O -5.513295 -6.078088 -4.456160 0.01 0.03 -0.12
H -5.467742 -7.129969 -1.457231 -0.02 0.06 -0.01
H -5.900546 -8.103702 -2.894502 0.06 -0.01 -0.09
H -4.233073 -7.483821 -2.702811 -0.02 -0.04 -0.10
C -0.015494 3.916294 -4.495271 -0.06 -0.16 -0.16
N 0.115040 5.375260 -4.767458 -0.06 -0.24 0.03
O -0.187310 5.778010 -5.873756 0.06 0.05 -0.05
O 0.522865 6.056854 -3.855718 -0.03 0.17 -0.05
H -0.385142 3.430308 -5.390534 0.00 0.05 -0.03
H 0.970179 3.547267 -4.224452 0.01 0.05 0.12
H -0.712038 3.800962 -3.669404 0.08 0.04 0.09
C 3.535274 7.730438 -5.876686 0.04 -0.10 -0.19
N 4.486799 7.633062 -4.735481 -0.11 0.00 -0.16
O 5.616918 7.259257 -4.968815 0.07 -0.03 0.02
O 4.053858 7.935475 -3.646870 0.08 0.14 0.07
H 4.051228 7.431244 -6.781083 0.06 -0.01 0.03
H 2.700753 7.069059 -5.662271 -0.07 0.10 0.09
H 3.204427 8.762307 -5.937032 -0.08 -0.02 0.09
C 9.428870 -7.077655 0.842620 0.08 0.19 -0.05
N 9.341804 -6.451442 2.190977 0.04 -0.04 -0.14
O 10.291997 -6.572071 2.934211 0.00 0.00 0.09
O 8.316183 -5.857650 2.456286 -0.04 0.07 0.03
H 10.387317 -7.563016 0.743320 0.11 0.01 0.08
H 8.618504 -7.792444 0.762311 -0.11 0.09 -0.03
H 9.318844 -6.280811 0.111939 -0.16 -0.02 0.00
C 10.246024 -11.317940 1.931124 -0.18 -0.10 0.03
N 10.482945 -10.174762 1.008584 -0.10 -0.28 -0.01
O 9.647677 -9.954113 0.152498 0.09 -0.07 0.00
O 11.500907 -9.542398 1.174833 0.09 0.08 -0.05
H 9.306780 -11.786522 1.663719 -0.01 0.04 -0.05
H 11.075941 -12.007472 1.812991 0.07 0.06 0.06
H 10.212505 -10.918920 2.940569 0.11 0.01 0.00
C 3.744216 -4.910392 2.584651 0.17 0.00 -0.28
N 4.389342 -4.664938 3.894290 -0.74 -0.24 0.19
O 5.597547 -4.735499 3.959885 0.07 -0.26 -0.01
O 3.643617 -4.403151 4.829727 0.58 -0.07 -0.37
H 4.513672 -5.129127 1.853086 0.07 -0.02 0.07
H 3.071047 -5.753354 2.705055 -0.11 0.09 0.05
H 3.196915 -4.013395 2.320362 -0.09 -0.07 0.05